C5H13N | ωB97M-V with the def2-TZVPD basis set

```
19
Properties=species:S:1:pos:R:3
C -1.699 0.990 -0.032
N -0.798 -0.148 0.217
C -0.383 -0.053 1.609
C 1.513 0.756 -0.374
C 0.339 -0.138 -0.730
C 0.844 -1.578 -0.871
H -1.869 1.056 -1.107
H -2.678 0.766 0.408
H -1.425 1.974 0.346
H -1.250 -0.214 2.246
H 0.065 0.919 1.855
H 0.421 -0.730 1.922
H 2.084 0.918 -1.296
H 2.218 0.344 0.355
H 1.314 1.752 0.004
H -0.071 0.136 -1.700
H 1.437 -1.629 -1.795
H 1.405 -1.955 -0.031
H 0.023 -2.271 -1.066
```

Computed properties:
- Molecular weight: 87.166 g/mol
- LUMO energy: 1.121 eV
- Energy above the lowest of the compared OMol25 structures with the same formula, charge and spin: 0.8852 eV
- E_HOMO: -8.5633 eV